# C8H25NO6

C8H25NO6 as an isolated structure (ωB97M-V with the def2-TZVPD basis set, the OMol25 dataset).

Values from the calculation:
Energy relative to the best compared isomer or geometry (same formula, charge and spin): 5.670 eV
E: -22468.49640 eV
Kohn-Sham gap: 7.807 eV

Last column: Löwdin charge in e.
CARTESIAN COORDINATES (ANGSTROEM)
C: -0.004 -0.625 -2.434  -0.045
C: 1.494 -1.005 -2.571  -0.383
C: 2.014 -1.808 -1.290  -0.101
O: 1.807 -1.034 -0.106  -0.197
C: 2.532 0.158 -0.061  -0.067
N: 1.580 -1.926 -3.676  0.016
H: -0.718 -1.403 -2.163  0.095
H: -0.370 -0.128 -3.332  0.086
H: -0.107 0.148 -1.673  0.024
H: 2.073 -0.099 -2.751  0.137
H: 3.025 -2.214 -1.281  0.127
H: 1.367 -2.669 -1.122  0.133
H: 3.566 0.098 -0.400  0.110
H: 2.666 0.419 0.989  0.104
H: 1.949 0.910 -0.592  0.090
H: 1.493 -1.359 -4.508  0.071
H: 0.795 -2.562 -3.696  0.073
O: 0.010 -0.535 1.015  -0.010
H: 0.638 -0.698 0.311  -0.064
H: 0.170 0.372 1.275  -0.203
C: -2.136 -1.324 2.394  -0.238
C: -2.715 0.110 2.058  -0.227
O: -3.134 0.768 3.248  -0.067
O: -0.773 -1.493 2.627  -0.102
H: -2.357 -1.987 1.558  0.103
H: -2.752 -1.688 3.216  0.110
H: -3.600 -0.153 1.479  0.113
H: -2.185 0.754 1.357  0.052
H: -2.377 1.068 3.756  0.082
H: -0.320 -1.423 1.783  -0.106
C: -0.854 1.853 -0.191  -0.222
C: -0.475 2.097 1.271  -0.173
O: 0.639 1.301 1.564  0.029
O: 0.032 2.435 -1.152  -0.062
H: -1.806 2.335 -0.415  0.134
H: -0.967 0.780 -0.346  0.095
H: -1.383 2.004 1.866  0.105
H: -0.288 3.160 1.428  0.137
H: 1.299 1.997 1.515  0.149
H: 0.171 3.364 -0.950  0.089

=====

# C8H10Cl2NO3

A 2-piece molecular cluster, C8H10Cl2NO3 overall (ωB97M-V with the def2-TZVPD basis set, the OMol25 dataset).

Values from the calculation:
E: -41125.49678 eV
Total charge: +1
Kohn-Sham gap: 8.248 eV

Last column: Löwdin charge in e.
CARTESIAN COORDINATES (ANGSTROEM)
O: 4.483 -3.056 0.273  0.125
C: 3.887 -2.021 -0.073  -0.357
O: 4.581 -0.913 -0.672  0.070
C: 2.285 -1.813 0.052  0.001
C: 1.780 -0.500 0.758  0.073
C: 0.242 -0.295 0.827  0.034
N: -0.722 -1.217 0.277  0.137
C: -0.259 -2.431 -0.347  -0.171
O: -1.241 -3.332 -0.846  0.042
C: 1.240 -2.810 -0.513  0.135
H: 3.876 -0.342 -1.080  0.122
H: 2.522 0.259 1.177  0.136
H: -0.154 0.661 1.314  0.114
H: -1.735 -1.023 0.330  0.172
H: -1.517 -3.846 -0.037  0.154
H: 1.542 -3.781 -1.049  0.154
Cl: -3.199 1.981 1.480  0.525
C: -3.239 3.379 0.373  -0.647
C: -2.113 3.340 -0.641  -0.658
Cl: -0.520 3.605 0.112  0.537
H: -3.206 4.288 0.976  0.077
H: -4.202 3.347 -0.141  0.080
H: -2.251 4.133 -1.378  0.080
H: -2.082 2.386 -1.171  0.063

=====

Number 1: LUMO energy 0.0209 eV. Number 2: LUMO energy -5.5919 eV.